[1]
The molecule C5H3NO at a distorted geometry, computed with the ωB97M-V functional and the def2-TZVPD basis.

Geometry as ORCA input:
```
! wB97M-V def2-TZVPD RIJCOSX def2/J DEFGRID3
* xyz 0 1
C -1.60 -0.96 -0.41
C -0.33 -0.93 -0.13
C 0.68 -0.14 0.14
C 2.09 -0.41 0.08
N 3.23 -0.56 -0.01
C 0.19 1.27 0.43
O -0.98 1.56 0.40
H -2.40 -1.17 0.29
H -1.85 -0.68 -1.43
H 0.97 2.02 0.65
*
```

* relative energy (zero: lowest compared OMol25 entry of this formula, charge and spin): 186.5 kJ/mol
* SMILES: C=C=C(C#N)C=O
* frontier orbital gap: 10.120 eV

[2]
The molecule C5H3NO2 at a distorted geometry, computed with the ωB97M-V functional and the def2-TZVPD basis.

Geometry as ORCA input:
```
! wB97M-V def2-TZVPD RIJCOSX def2/J DEFGRID3
* xyz 0 1
O -2.49 -1.27 -0.22
C -1.43 -0.66 0.08
C -1.07 0.91 0.11
C 0.40 0.46 0.02
C 1.70 0.31 -0.21
O 2.07 -0.98 -0.06
N 0.93 -1.79 0.14
C 0.00 -0.91 0.17
H -1.47 1.47 -0.78
H -1.28 1.55 0.99
H 2.64 0.91 -0.24
*
```

* relative energy (zero: lowest compared OMol25 entry of this formula, charge and spin): 289.0 kJ/mol
* SMILES: O=C1Cc2conc21
* frontier orbital gap: 9.904 eV

[3]
The molecule C5H3NO2 at a distorted geometry, computed with the ωB97M-V functional and the def2-TZVPD basis.

Geometry as ORCA input:
```
! wB97M-V def2-TZVPD RIJCOSX def2/J DEFGRID3
* xyz 0 3
C 1.23 -0.09 0.04
C 0.36 -1.16 -0.13
C 0.77 1.32 0.01
C -0.58 1.25 0.03
C -1.08 -1.14 -0.04
N -1.36 0.22 -0.14
O -1.91 -2.02 0.16
O -1.86 1.70 0.10
H 2.34 -0.06 0.07
H 0.62 -2.23 -0.18
H 1.47 2.20 0.09
*
```

* relative energy (zero: lowest compared OMol25 entry of this formula, charge and spin): 342.7 kJ/mol
* ⟨S²⟩: 2.038
* frontier orbital gap (spin up / spin down): 7.187 / 5.383 eV

[4]
A structure of composition C5H3O6Tm at a distorted geometry, computed with the ωB97M-V functional and the def2-TZVPD basis.

Geometry as ORCA input:
```
! wB97M-V def2-TZVPD RIJCOSX def2/J DEFGRID3
* xyz 2 3
O -0.04 3.42 -0.64
C -0.01 2.41 -0.09
Tm 0.09 0.03 0.85
C 0.11 -2.11 -0.03
O 0.18 -3.11 -0.61
C -0.25 -0.05 -1.90
O 0.08 -0.90 -2.72
C 1.99 -0.14 -0.42
O 2.85 -0.24 -1.19
C -1.50 -0.25 -0.99
O -2.64 -0.02 -1.29
H 0.18 1.04 -1.75
O -0.26 -0.02 3.20
H -0.38 0.75 3.81
H -0.40 -0.80 3.77
*
```

* relative energy (zero: lowest compared OMol25 entry of this formula, charge and spin): 77.7 kJ/mol
* ⟨S²⟩: 2.404
* frontier orbital gap (spin up / spin down): 7.421 / 5.984 eV

[5]
The molecule C5H4, computed with the ωB97M-V functional and the def2-TZVPD basis.

Geometry as ORCA input:
```
! wB97M-V def2-TZVPD RIJCOSX def2/J DEFGRID3
* xyz 0 1
C -1.30 -0.33 0.21
C -0.68 1.62 -0.92
C -0.18 0.55 -0.34
C 1.19 0.22 -0.18
C 2.34 -0.08 0.01
H -1.06 -0.62 1.23
H -1.41 -1.22 -0.41
H -2.25 0.21 0.21
H 3.36 -0.34 0.18
*
```

* relative energy (zero: lowest compared OMol25 entry of this formula, charge and spin): 215.1 kJ/mol
* frontier orbital gap: 9.127 eV

[6]
A cluster of 14 separate species, C5H40N2O14 in total at a distorted geometry, computed with the ωB97M-V functional and the def2-TZVPD basis.

Geometry as ORCA input:
```
! wB97M-V def2-TZVPD RIJCOSX def2/J DEFGRID3
* xyz 0 1
C -1.15 0.85 -0.74
C -0.36 0.22 -1.78
C -0.87 -1.05 -2.56
C -1.33 -2.12 -1.50
N -0.53 -2.11 -0.18
N -0.09 1.21 -2.89
C 1.32 1.43 -3.18
O 2.01 1.78 -2.02
H -1.80 1.76 -1.17
H -1.82 0.15 -0.27
H -0.55 1.24 0.16
H 0.71 -0.12 -1.39
H -1.68 -0.72 -3.22
H -0.06 -1.39 -3.27
H -1.27 -3.16 -1.97
H -2.30 -1.83 -1.19
H -0.75 -1.44 0.52
H 0.36 -2.08 -0.44
H -0.57 2.09 -2.66
H 1.74 0.44 -3.61
H 1.54 2.20 -3.95
H 1.48 2.44 -1.44
H -0.19 -2.76 2.15
H 0.56 -2.33 3.50
O -0.02 -3.03 3.05
H -3.82 -0.35 -1.97
H -4.94 0.26 -2.40
O -4.08 0.55 -2.13
H -1.74 -2.26 3.15
H -3.36 -1.73 3.09
O -2.42 -1.65 2.73
H 0.01 4.12 -0.27
H 1.30 4.64 -0.91
O 0.32 4.49 -1.11
H 4.49 -2.43 0.87
H 3.85 -3.18 -0.16
O 4.28 -2.31 -0.05
H 3.61 -0.52 0.13
H 4.38 0.22 1.16
O 3.64 0.35 0.64
H -0.42 -0.77 -4.89
H -0.86 0.72 -5.28
O -0.57 -0.14 -5.58
H 3.16 1.52 2.91
H 1.90 1.06 2.40
O 2.43 0.88 3.18
H 2.45 -0.85 3.84
H 1.71 -0.96 5.06
O 1.95 -1.61 4.30
H -1.13 3.35 1.67
H -0.25 2.53 0.86
O -0.24 3.38 1.22
H -3.15 2.52 1.89
H -3.55 3.81 1.47
O -2.99 3.44 2.06
H 0.68 -4.54 0.63
H 0.85 -4.14 2.12
O 1.33 -4.62 1.38
H -1.73 0.42 2.87
H -0.41 1.35 2.82
O -1.05 0.80 2.39
*
```

* relative energy (zero: lowest compared OMol25 entry of this formula, charge and spin): 634.6 kJ/mol
* frontier orbital gap: 8.612 eV

[7]
A cluster of 14 separate species, C5H40N3O13 in total at a distorted geometry, computed with the ωB97M-V functional and the def2-TZVPD basis.

Geometry as ORCA input:
```
! wB97M-V def2-TZVPD RIJCOSX def2/J DEFGRID3
* xyz 1 1
C 3.21 0.50 -0.35
C 1.84 -0.05 -0.89
C 0.89 -0.29 0.37
C -0.46 -0.84 0.11
N -3.54 -0.14 -0.31
C -2.54 0.62 0.40
N -1.33 0.30 0.65
N 2.04 -1.45 -1.58
H 3.81 -0.36 -0.08
H 3.15 1.20 0.41
H 3.82 1.04 -1.15
H 1.22 0.61 -1.53
H 1.48 -0.96 1.20
H 0.91 0.66 0.87
H -0.68 -1.80 0.80
H -0.46 -1.09 -1.00
H -3.10 -0.80 -0.86
H -4.37 0.32 -0.61
H -3.18 1.46 0.83
H 1.25 -2.01 -1.32
H 2.05 -1.25 -2.75
H 2.95 -1.85 -1.23
H -1.55 -3.92 -1.95
H -0.86 -3.63 -0.72
O -0.89 -3.28 -1.68
H -1.79 1.37 -3.32
H -2.41 0.63 -4.62
O -1.84 0.61 -3.87
H -0.15 -4.31 2.70
H -0.37 -2.76 2.63
O -0.46 -3.62 2.14
H 2.35 4.26 1.49
H 1.76 2.93 1.50
O 2.03 3.60 2.15
H 3.69 -2.60 0.39
H 3.65 -4.09 0.22
O 3.59 -3.30 -0.22
H 0.40 -0.95 -4.24
H -0.53 -1.66 -3.31
O 0.32 -1.25 -3.32
H 0.27 2.25 -3.03
H 0.72 0.92 -3.62
O 1.06 1.64 -3.07
H -2.80 4.46 -0.07
H -2.70 3.18 0.68
O -2.31 3.63 0.00
H -3.43 -1.11 4.08
H -3.45 -0.89 2.63
O -2.98 -0.56 3.43
H -2.54 1.86 3.08
H -2.02 3.29 2.97
O -2.66 2.68 2.58
H -1.63 2.56 -1.18
H -1.25 3.61 -2.08
O -1.40 2.69 -2.15
H 1.95 -2.22 2.23
H 3.26 -1.54 2.50
O 2.91 -2.26 2.13
H 2.82 1.57 3.42
H 1.66 0.73 2.80
O 2.39 0.71 3.40
*
```

* relative energy (zero: lowest compared OMol25 entry of this formula, charge and spin): 385.4 kJ/mol
* frontier orbital gap: 9.726 eV

[8]
A cluster of 19 separate species, C5H41F3O23S in total at a distorted geometry, computed with the ωB97M-V functional and the def2-TZVPD basis.

Geometry as ORCA input:
```
! wB97M-V def2-TZVPD RIJCOSX def2/J DEFGRID3
* xyz 0 1
O 3.82 2.23 -0.63
C 3.13 1.42 -0.07
C 1.77 1.01 -0.58
C 0.59 1.74 0.09
C -0.54 0.76 0.38
F -1.69 1.39 0.67
F -0.79 0.00 -0.69
F -0.25 -0.03 1.41
C 0.90 2.67 1.27
O 0.17 3.89 1.06
S -0.04 4.14 -0.49
O -1.34 4.71 -0.63
O 1.06 4.76 -1.12
O 0.00 2.60 -0.92
H 3.49 0.94 0.86
H 1.73 1.22 -1.65
H 1.68 -0.07 -0.45
H 1.95 2.93 1.38
H 0.58 2.22 2.21
O 5.23 -0.79 0.21
H 5.72 0.03 0.23
H 5.82 -1.42 -0.22
O -0.85 2.31 -4.02
H -1.82 2.34 -4.03
H -0.63 2.55 -3.12
O -3.61 4.36 1.14
H -4.37 4.24 0.56
H -2.86 4.49 0.54
O 5.58 -3.66 -0.29
H 4.68 -3.84 -0.56
H 5.70 -4.24 0.47
O 0.28 -1.84 -2.81
H -0.42 -2.40 -3.15
H -0.11 -1.40 -2.05
O -4.16 3.99 4.09
H -3.74 4.08 3.23
H -4.46 4.88 4.30
O 5.14 -6.65 -0.63
H 4.30 -6.80 -1.08
H 5.77 -6.49 -1.35
O -5.02 6.77 0.22
H -4.70 7.63 -0.08
H -4.24 6.33 0.58
O -3.85 2.00 -3.43
H -4.76 1.85 -3.71
H -3.75 1.45 -2.65
O -4.54 0.70 0.15
H -4.95 1.06 0.95
H -3.60 0.78 0.32
O 1.08 -1.05 3.88
H 0.30 -1.10 3.33
H 0.96 -1.78 4.50
O 3.12 -2.35 1.73
H 3.28 -2.15 2.66
H 3.98 -2.26 1.30
O -2.09 -2.98 -1.42
H -3.04 -3.04 -1.52
H -1.97 -2.75 -0.49
O 7.06 -7.14 -3.06
H 7.51 -6.28 -3.02
H 7.69 -7.71 -3.51
O -5.90 -1.36 2.35
H -5.54 -0.85 3.09
H -5.81 -0.78 1.59
O -0.20 -3.41 -5.23
H 0.00 -2.52 -5.52
H 0.65 -3.77 -4.97
O -3.97 1.10 3.35
H -3.56 1.16 2.49
H -4.22 2.01 3.56
O 0.98 -3.95 3.39
H 0.14 -4.10 2.96
H 1.60 -3.79 2.66
*
```

* frontier orbital gap: 10.633 eV

Number 1: energy -322.22077 hartree. Number 2: energy -397.42256 hartree. Number 3: energy -397.27944 hartree. Number 4: energy -1728.18815 hartree. Number 5: energy -192.71222 hartree. Number 6: energy -1377.24828 hartree. Number 7: energy -1356.54989 hartree. Number 8: energy -2643.40004 hartree.